A 3-piece molecular cluster, C17H40F2NO3PS overall, computed with the ωB97M-V functional and the def2-TZVPD basis.

```
65
Properties=species:S:1:pos:R:3:nbo_charge:R:1
C 0.60 0.97 0.36 -0.645
C 2.10 1.04 0.14 -0.055
F 2.46 0.19 -0.91 -0.376
P 3.31 0.55 1.51 0.605
C 2.44 -0.55 2.71 -0.758
C 2.84 -2.04 2.62 0.089
O 4.25 -2.17 2.47 -0.707
C 2.06 -2.87 1.58 -0.249
N 1.19 -2.04 0.75 -0.843
S 3.11 2.38 2.71 2.106
O 4.23 3.21 2.45 -0.899
O 2.66 2.10 4.03 -0.910
F 1.89 3.16 2.04 -0.510
H 0.32 0.30 1.16 0.204
H 0.13 0.62 -0.56 0.238
H 0.21 1.96 0.59 0.231
H 2.42 2.05 -0.16 0.203
H 1.35 -0.42 2.69 0.234
H 2.77 -0.19 3.69 0.276
H 2.66 -2.47 3.61 0.190
H 4.51 -1.94 1.57 0.467
H 2.81 -3.33 0.93 0.203
H 1.54 -3.69 2.08 0.179
H 0.38 -1.74 1.28 0.349
H 0.83 -2.57 -0.04 0.375
C 0.54 -1.70 -2.97 -0.620
C 1.09 -1.58 -4.39 -0.398
C 1.82 -0.26 -4.63 -0.399
C 0.97 0.99 -4.41 -0.396
C -0.31 1.06 -5.24 -0.399
C -0.06 1.04 -6.75 -0.610
H -0.21 -0.93 -2.76 0.197
H 0.06 -2.67 -2.81 0.203
H 1.34 -1.58 -2.23 0.215
H 0.27 -1.69 -5.11 0.193
H 1.78 -2.40 -4.58 0.202
H 2.23 -0.26 -5.64 0.200
H 2.68 -0.21 -3.96 0.207
H 1.59 1.87 -4.64 0.202
H 0.72 1.08 -3.35 0.198
H -0.85 1.97 -4.98 0.201
H -0.97 0.23 -4.97 0.192
H 0.59 1.86 -7.04 0.202
H -0.99 1.12 -7.30 0.210
H 0.43 0.11 -7.06 0.201
C -1.86 -1.24 3.73 -0.616
C -2.19 -0.59 2.40 -0.395
C -2.25 0.94 2.46 -0.401
C -3.33 1.50 3.39 -0.397
C -4.75 1.03 3.07 -0.399
C -5.22 1.42 1.67 -0.611
H -2.62 -1.03 4.48 0.210
H -1.78 -2.33 3.64 0.209
H -0.91 -0.87 4.12 0.200
H -3.14 -0.98 2.02 0.202
H -1.44 -0.88 1.65 0.181
H -2.40 1.33 1.45 0.202
H -1.28 1.32 2.79 0.203
H -3.29 2.59 3.34 0.204
H -3.10 1.24 4.42 0.202
H -5.43 1.46 3.81 0.205
H -4.82 -0.05 3.19 0.192
H -5.16 2.51 1.53 0.203
H -6.25 1.11 1.49 0.212
H -4.60 0.96 0.89 0.199
```

* M: 407.5 Da
* frontier orbital gap: 10.26 eV
* DFT total energy: -1891.45260 Eh
* multiplicity: 1